# 1
Density functional theory data (ωB97M-V/def2-TZVPD) for a cluster of 6 separate species, C40H38Cl4N2O4 in total.

Cartesian coordinates (Å):
Cl (5.406, 23.031, -27.432)
C (4.552, 22.434, -28.896)
C (5.558, 21.922, -29.898)
Cl (6.529, 20.559, -29.240)
H (3.998, 23.284, -29.283)
H (3.842, 21.701, -28.529)
H (6.287, 22.705, -30.079)
H (5.081, 21.573, -30.807)
Cl (6.391, 23.352, -32.986)
C (7.390, 24.814, -32.779)
C (8.545, 24.838, -33.776)
Cl (10.036, 24.093, -33.096)
H (7.755, 24.818, -31.757)
H (6.763, 25.690, -32.927)
H (8.862, 25.865, -33.946)
H (8.233, 24.407, -34.722)
C (10.079, 25.898, -30.143)
C (9.567, 24.532, -29.651)
C (8.419, 24.559, -28.627)
C (7.249, 25.190, -29.245)
N (6.340, 25.632, -29.788)
H (10.885, 25.790, -30.861)
H (10.544, 26.350, -29.250)
H (9.300, 26.637, -30.331)
H (10.433, 23.992, -29.266)
H (9.255, 23.981, -30.545)
H (8.744, 25.021, -27.697)
H (8.230, 23.506, -28.417)
C (12.190, 20.773, -28.368)
C (10.706, 20.531, -28.088)
C (9.949, 19.659, -29.109)
C (9.868, 20.096, -30.488)
N (9.774, 20.403, -31.593)
H (12.346, 21.006, -29.420)
H (12.738, 19.847, -28.170)
H (12.591, 21.526, -27.694)
H (10.165, 21.484, -28.069)
H (10.575, 20.130, -27.084)
H (8.926, 19.620, -28.739)
H (10.435, 18.681, -29.162)
C (-3.289, 23.093, -28.445)
C (-2.342, 22.117, -28.736)
C (-1.009, 22.416, -28.520)
C (-0.606, 23.673, -28.049)
C (-1.574, 24.640, -27.764)
C (-2.919, 24.336, -27.942)
C (-1.182, 25.966, -27.171)
O (-2.056, 26.723, -26.836)
C (0.267, 26.317, -27.170)
C (0.630, 27.665, -27.094)
C (1.980, 27.971, -27.090)
C (2.956, 27.011, -27.318)
C (2.552, 25.705, -27.541)
C (1.201, 25.343, -27.506)
C (0.832, 23.932, -27.879)
O (1.697, 23.131, -28.159)
H (-4.354, 22.978, -28.601)
H (-2.603, 21.111, -29.034)
H (-0.235, 21.720, -28.817)
H (-3.702, 25.032, -27.679)
H (-0.054, 28.475, -26.887)
H (2.288, 29.003, -26.962)
H (4.010, 27.247, -27.349)
H (3.281, 24.907, -27.620)
C (6.894, 24.181, -22.955)
C (6.915, 23.939, -24.338)
C (8.064, 23.813, -25.055)
C (9.270, 23.753, -24.345)
C (9.313, 23.977, -22.963)
C (8.101, 24.212, -22.296)
C (10.605, 23.995, -22.235)
O (10.637, 24.192, -21.040)
C (11.870, 23.723, -22.979)
C (13.097, 23.696, -22.308)
C (14.256, 23.540, -23.045)
C (14.237, 23.220, -24.389)
C (13.008, 23.275, -25.040)
C (11.826, 23.538, -24.376)
C (10.533, 23.555, -25.126)
O (10.509, 23.328, -26.313)
H (5.906, 24.389, -22.571)
H (5.937, 23.860, -24.804)
H (8.017, 23.459, -26.076)
H (8.124, 24.415, -21.231)
H (13.109, 23.968, -21.262)
H (15.219, 23.572, -22.545)
H (15.130, 23.064, -24.975)
H (13.037, 22.992, -26.087)

Force components x, y, z for each atom (eV/Å):
-0.083 0.064 0.134
0.081 -0.052 0.261
0.189 0.114 0.612
-0.256 -0.078 -0.063
0.064 -0.020 -0.186
0.046 -0.144 -0.187
-0.111 0.011 -0.426
0.028 0.082 -0.079
-0.042 -0.004 0.010
0.507 0.050 -0.240
0.028 0.598 0.566
-0.346 -0.379 -0.537
-0.088 0.064 -0.131
-0.163 -0.108 -0.010
-0.243 0.084 -0.065
0.367 -0.311 0.004
0.208 0.183 2.396
0.302 0.365 -1.237
0.942 -0.323 -0.728
0.017 -0.248 0.556
-0.045 0.123 0.005
-0.391 0.173 -0.443
0.224 0.011 -0.169
-0.092 -0.292 -0.899
-0.207 -0.124 0.302
-0.142 -0.218 0.330
-0.276 0.265 -0.005
-0.505 0.084 0.197
-0.381 -0.877 0.015
-0.219 1.051 -0.502
0.518 -0.392 0.804
0.119 0.694 -0.549
0.077 -0.042 0.285
0.122 0.360 0.076
0.085 0.023 -0.048
-0.012 0.188 -0.230
0.222 0.084 0.061
-0.073 -0.297 -0.096
-0.012 -0.575 -0.081
-0.415 -0.214 0.243
-0.308 0.526 0.075
0.141 0.182 0.499
0.353 0.344 -0.392
-0.797 -0.845 -0.209
0.370 -0.119 0.637
0.172 -0.484 -0.211
-0.218 -0.486 -0.879
-0.116 0.669 0.502
-0.967 0.397 -0.942
0.783 -0.420 1.065
0.325 0.649 -0.463
-0.403 -0.528 -0.058
0.068 -0.486 0.435
0.823 0.139 0.378
0.353 1.119 -0.170
-0.171 -0.298 0.173
0.064 -0.525 -0.041
-0.207 0.111 -0.264
0.011 -0.128 0.277
0.196 0.270 -0.009
-0.435 -0.318 -0.119
-0.065 -0.016 0.016
-0.008 0.128 0.088
0.028 0.124 -0.386
0.404 0.072 -1.493
-1.448 0.388 0.576
0.617 -1.510 0.370
0.459 0.751 -0.257
-0.706 0.067 -0.889
0.129 0.111 0.958
0.189 -0.217 0.559
-0.047 0.114 0.170
-0.060 0.053 -0.646
-0.708 0.830 -0.552
0.975 -0.691 0.630
-1.051 0.865 -0.108
0.830 -0.864 -0.769
0.004 0.002 0.746
0.056 -0.560 0.590
-0.063 0.189 -0.484
0.268 -0.115 0.761
0.193 0.055 -0.296
0.196 0.471 -0.134
0.164 -0.033 -0.028
0.055 -0.258 0.091
-0.116 0.071 0.103
0.124 -0.136 0.175
-0.502 0.367 -0.022

LUMO (eV): -1.221
Multiplicity: 1
Molecular weight (g mol⁻¹): 752.57
SMILES: O=C1c2ccccc2C(=O)c2ccccc21.O=C1c2ccccc2C(=O)c2ccccc21.CCCC#N.CCCC#N.ClCCCl.ClCCCl
DFT total energy (eV): -103357.007
Energy relative to the best compared isomer or geometry (same formula, charge and spin) (eV): 0.000

---

# 2
Density functional theory data (ωB97M-V/def2-TZVPD) for a structure of composition C17H43HfN2O13.

Cartesian coordinates (Å):
Hf (-2.485, 3.488, 0.958)
N (-0.961, -1.317, 0.354)
O (-2.096, -0.896, 0.272)
O (-0.632, -2.456, 0.576)
O (-0.234, -0.336, 0.404)
C (1.288, -7.759, -1.222)
N (1.539, -9.066, -1.917)
O (0.529, -9.746, -2.186)
O (2.622, -9.425, -2.299)
H (1.802, -7.853, -0.265)
H (0.209, -7.615, -1.272)
H (1.781, -7.100, -1.937)
C (-2.875, 7.520, -2.217)
O (-2.128, 6.342, -2.460)
C (-1.643, 6.201, -3.759)
C (-0.791, 4.978, -3.857)
O (-1.538, 3.909, -3.204)
C (-1.817, 2.937, -4.217)
H (-2.995, 8.201, -3.060)
H (-2.477, 8.004, -1.325)
H (-3.896, 7.175, -2.059)
H (-1.084, 7.117, -3.949)
H (-2.426, 6.165, -4.516)
H (0.206, 5.117, -3.439)
H (-0.558, 5.039, -4.920)
H (-1.001, 2.250, -4.438)
H (-2.261, 3.333, -5.131)
H (-2.673, 2.375, -3.845)
C (6.401, 3.676, -10.209)
O (6.188, 2.734, -9.122)
C (4.865, 2.293, -9.001)
C (4.697, 1.298, -7.878)
O (4.480, 1.979, -6.624)
C (4.889, 1.290, -5.445)
H (7.385, 4.115, -10.050)
H (5.644, 4.457, -10.283)
H (6.451, 3.159, -11.167)
H (4.524, 1.908, -9.962)
H (4.248, 3.134, -8.686)
H (5.537, 0.603, -7.858)
H (3.800, 0.684, -7.960)
H (4.942, 2.014, -4.632)
H (5.874, 0.843, -5.575)
H (4.145, 0.537, -5.183)
C (0.629, -3.587, 8.483)
O (0.063, -4.383, 7.389)
C (0.368, -5.711, 7.300)
C (-0.329, -6.392, 6.077)
O (-1.751, -6.481, 6.240)
C (-2.470, -5.347, 5.894)
H (-0.009, -2.714, 8.616)
H (1.639, -3.366, 8.138)
H (0.682, -4.119, 9.433)
H (-0.084, -6.140, 8.195)
H (1.436, -5.924, 7.265)
H (-0.055, -7.443, 5.990)
H (0.028, -5.921, 5.161)
H (-3.343, -5.414, 6.543)
H (-2.784, -5.401, 4.852)
H (-2.024, -4.364, 6.047)
C (-5.441, 0.851, 4.132)
O (-4.160, 1.482, 4.188)
C (-3.797, 1.413, 5.597)
C (-2.542, 2.201, 5.931)
O (-1.707, 1.955, 4.806)
C (-0.550, 1.223, 5.182)
H (-6.255, 1.551, 4.322)
H (-5.567, 0.034, 4.841)
H (-5.740, 0.419, 3.177)
H (-3.607, 0.368, 5.843)
H (-4.623, 1.743, 6.227)
H (-2.226, 1.768, 6.880)
H (-2.658, 3.279, 6.049)
H (-0.114, 1.621, 6.098)
H (0.262, 1.343, 4.464)
H (-0.747, 0.151, 5.203)

Force components x, y, z for each atom (eV/Å):
0.056 -0.383 0.083
0.106 -0.312 1.929
-3.514 -0.779 -0.800
0.013 0.211 -0.751
3.287 1.180 -0.292
0.753 -0.790 -1.266
-2.193 -1.975 -1.258
0.886 1.021 0.724
0.553 0.794 0.647
-0.355 0.444 -0.025
0.262 -0.034 0.590
0.101 0.521 0.577
-1.005 -0.501 0.115
-0.019 -0.087 0.884
0.271 0.932 0.187
0.106 1.377 0.962
1.319 0.185 -2.427
-1.570 -0.935 0.591
0.708 0.043 -0.095
-0.076 0.204 -0.161
-0.248 0.256 0.453
0.428 -0.014 -0.502
-0.465 -0.143 0.097
-0.169 -0.169 0.756
-0.374 -1.722 -0.441
0.188 0.248 0.056
0.561 0.596 -0.131
0.204 -0.484 0.280
0.563 -0.559 0.483
0.075 0.696 -0.419
-0.359 0.300 0.392
0.230 -0.185 0.995
0.921 -0.045 -0.408
0.001 0.420 -0.381
-0.141 -0.056 0.178
-0.236 -0.137 0.336
-0.168 -0.305 -0.106
-0.260 -0.094 -0.103
-0.374 0.375 -0.360
0.253 0.065 0.354
-0.283 -0.087 -0.774
-0.119 0.088 -0.172
-0.027 -0.193 -0.085
-0.025 -0.306 0.016
-0.335 -0.965 -0.688
0.102 2.116 -0.395
-1.542 -1.100 0.780
-0.120 -0.624 0.142
2.094 0.729 -0.209
-1.373 0.060 0.793
0.245 -0.060 -0.286
0.048 0.422 0.255
-0.104 -0.316 -0.103
0.472 -0.750 0.360
0.319 -0.119 -0.230
0.454 0.088 0.452
-0.585 0.460 -0.202
-0.336 0.219 -0.347
-0.089 -0.071 -0.407
0.770 -0.156 0.114
-1.311 -0.021 -0.437
-0.456 -0.463 0.868
-0.097 0.614 -0.057
-1.223 -0.463 -1.099
1.423 0.299 0.329
0.834 0.028 -0.422
0.123 0.339 0.385
0.389 0.027 0.171
0.899 0.113 -0.447
0.018 -0.175 -0.161
-0.207 0.085 -0.078
0.644 0.170 -0.081
-0.246 -0.020 -0.026
-0.261 -0.301 0.290
-0.272 0.224 -0.456
-0.145 -0.053 0.465

LUMO (eV): -13.600
Charge: +3
Multiplicity: 1
Molecular weight (g mol⁻¹): 662.02
DFT total energy (eV): -49174.533
Energy relative to the best compared isomer or geometry (same formula, charge and spin) (eV): 6.071

---

# 3
Density functional theory data (ωB97M-V/def2-TZVPD) for a cluster of 2 separate species, CH2Cl3N in total.

Cartesian coordinates (Å):
C (-1.456, 1.001, 1.323)
N (-0.353, -0.177, -0.089)
Cl (-0.249, 1.250, 2.544)
Cl (-1.952, 2.529, 0.560)
Cl (-2.767, 0.025, 1.712)
H (-0.912, -0.725, -0.658)
H (0.227, 0.416, -0.609)

Force components x, y, z for each atom (eV/Å):
2.418 -0.658 -3.295
-0.396 1.440 5.190
-0.404 -0.210 -0.279
0.308 -0.680 0.267
-0.511 -0.569 0.394
-2.005 -0.784 -1.371
0.589 1.461 -0.906

LUMO (eV): -0.424
Multiplicity: 1
Molecular weight (g mol⁻¹): 134.39
DFT total energy (eV): -40123.856
Energy relative to the best compared isomer or geometry (same formula, charge and spin) (eV): 3.003

---

# 4
Density functional theory data (ωB97M-V/def2-TZVPD) for a cluster of 3 separate species, C3H8NO3 in total.

Cartesian coordinates (Å):
O (1.729, 0.301, -2.072)
C (1.165, 0.500, -1.012)
C (-0.252, 0.123, -0.754)
N (-0.544, 0.163, 0.660)
C (0.435, -1.938, 1.655)
O (-0.325, -2.551, 0.934)
H (1.585, 1.336, -0.404)
H (-1.001, 0.606, -1.385)
H (-0.305, -0.966, -1.025)
H (-0.308, -0.755, 1.185)
H (1.482, -1.844, 1.311)
H (0.392, -2.172, 2.753)
H (-1.342, 0.815, 0.794)
H (-0.845, 2.903, 0.016)
O (-1.752, 3.013, 0.320)

Force components x, y, z for each atom (eV/Å):
0.225 -0.936 0.474
-0.240 2.911 -2.367
0.518 -3.348 1.244
-0.020 0.281 0.372
2.263 -5.337 0.933
-0.399 -0.242 -0.047
-0.011 -0.801 0.764
0.344 0.532 0.236
0.006 0.568 -0.453
-2.490 4.298 -1.826
-0.174 1.360 -0.197
-0.573 1.399 -0.159
0.554 -0.243 1.027
0.095 0.127 0.015
-0.098 -0.568 -0.016

LUMO (eV): 2.356
Charge: -1
Multiplicity: 1
Molecular weight (g mol⁻¹): 106.10
DFT total energy (eV): -10869.254
Energy relative to the best compared isomer or geometry (same formula, charge and spin) (eV): 6.533